Molecular formula: C35H20O7
Method: DFT, ωB97M-V/def2-TZVPD

```
62
Properties=species:S:1:pos:R:3:forces:R:3
C -0.1390 0.9935 0.4726 -0.2 0.0 0.0
H 5.7001 -1.3163 0.5648 -0.1 0.0 0.0
C 4.0531 0.0477 0.4807 0.0 0.1 0.0
H 0.9509 -2.7104 0.3852 0.1 0.0 0.0
H -0.9575 3.8714 -1.7216 0.0 0.0 0.0
H -0.4429 2.0313 0.5000 0.1 0.0 0.0
O 1.8773 2.9268 0.3844 0.0 0.0 0.0
H -2.6570 2.0864 -1.7926 -0.1 0.0 0.0
C -6.7578 2.7289 -1.9848 0.0 0.1 0.0
C 0.6404 -1.6750 0.4108 -0.1 0.0 0.0
O -4.9734 1.1893 -1.9570 0.0 0.0 0.0
C 5.9987 -7.8064 1.0125 0.5 -0.2 0.4
C 4.6211 2.3917 0.4764 0.1 0.1 0.0
O -6.4820 6.3274 -2.0437 0.0 0.0 0.0
C -2.3957 5.4625 -1.8407 0.0 0.0 0.0
C 4.9619 -6.6786 2.9217 0.3 -0.5 0.7
H -8.7984 5.4342 -1.9670 0.1 0.0 0.0
C 6.4422 -7.8266 -0.1014 0.0 0.0 0.1
C -5.3166 2.3538 -1.9529 0.1 -0.2 0.0
C -7.1508 4.0690 -1.9833 0.1 -0.1 0.0
C -4.3086 3.4492 -1.9052 -0.1 0.1 0.0
H -1.6486 6.2448 -1.8170 0.0 0.0 0.0
C -9.4544 3.3902 -1.9804 0.0 0.0 0.0
H 4.8700 -4.5731 2.5913 -0.2 0.1 0.2
H -10.5058 3.6457 -1.9697 0.0 0.0 0.0
O 6.6549 -9.6763 3.3848 0.0 -0.2 0.2
H 4.4801 -5.5721 1.1939 0.0 0.0 0.0
C -2.9607 3.1242 -1.8270 0.2 0.0 0.0
C 4.3688 -5.4862 2.2742 0.0 -0.3 -0.3
H 3.3038 -5.4405 2.4999 0.0 0.2 0.1
H -7.4067 0.6898 -2.0121 0.1 0.0 0.0
C -6.1404 5.1644 -1.9952 -0.1 0.2 0.0
C -7.7184 1.7251 -2.0012 -0.1 0.0 0.0
C 4.9135 -6.9633 4.4041 -0.3 0.7 -0.7
C 1.6025 -0.6721 0.4254 0.0 0.1 0.0
C 1.2105 0.6681 0.4440 0.1 -0.1 0.0
H -4.0488 6.8278 -1.9532 -0.1 0.0 0.0
C 6.0332 -8.6753 3.4594 -0.4 0.6 -0.3
C 6.3552 0.7272 0.5698 0.0 0.0 0.0
H -9.8097 1.2726 -2.0097 0.0 0.0 0.0
C -4.6996 4.7892 -1.9417 0.0 -0.1 0.0
H 7.4055 0.4721 0.6206 0.0 0.0 0.0
H 4.3100 3.4269 0.4507 -0.1 0.0 0.0
O 3.3862 -2.2116 0.4145 0.0 0.0 0.0
C -0.7042 -1.3443 0.4309 0.0 0.0 0.0
C -3.7386 5.7927 -1.9168 0.1 0.0 0.0
H -1.4522 -2.1260 0.4201 0.0 0.0 0.0
H 6.8765 -7.8176 -1.0722 -0.1 -0.1 -0.1
C 2.2196 1.7630 0.4254 -0.1 0.2 0.0
C -9.0628 2.0555 -1.9996 0.0 0.0 0.0
C -1.0936 -0.0096 0.4697 0.0 0.0 0.0
C 5.6556 -7.6932 2.3969 -0.2 0.2 -1.0
C 5.9646 2.0617 0.5323 0.0 0.0 0.0
H 6.7111 2.8448 0.5496 0.0 0.0 0.0
O 4.4743 -6.2582 5.2542 0.0 -0.3 0.2
C 5.4026 -0.2771 0.5404 0.1 0.0 0.0
C -8.5014 4.3946 -1.9767 -0.1 0.0 0.0
O 5.4963 -8.1800 4.6394 0.3 -0.4 0.4
C 3.0436 -1.0471 0.4359 0.0 -0.2 0.0
C -2.0073 4.1278 -1.7894 0.0 0.0 0.0
C 3.6609 1.3879 0.4578 0.0 -0.1 0.0
H -2.1448 0.2477 0.4961 0.0 0.0 0.0
```
Positions in Å, forces in eV/Å.

Properties
Kohn-Sham gap: 8.73 eV
2S+1: 1
E_tot: -1872.43197 hartree
energy above the lowest of the compared OMol25 structures with the same formula, charge and spin: 0.00 kJ/mol
SMILES: O=C1c2ccccc2C(=O)c2ccccc21.O=C1c2ccccc2C(=O)c2ccccc21.C#CC1=C(C)C(=O)OC1=O
E_HOMO: -9.90 eV

Here are the Mulliken charges for atoms 1 to 5, given in e: number 1, C, carries -0.675; number 2, H, carries 0.487; number 3, C, carries 0.183; number 4, H, carries 0.491; number 5, H, carries 0.505